(1)
{
  "formula": "C3H8N3",
  "method": "the ωB97M-V functional and the def2-TZVPD basis",
  "elements": ["N", "N", "N", "C", "C", "C", "H", "H", "H", "H", "H", "H", "H", "H"],
  "positions_angstrom": [[-0.5187, 1.0109, -1.0700], [2.0290, -0.2585, 0.6912], [1.6176, -0.4508, -0.4788], [0.2408, -0.0844, -0.1732], [-0.6678, -1.2094, 0.0576], [0.7669, 0.3542, 1.1931], [-1.5214, 0.7092, -1.2564], [-0.0920, 1.1432, -1.9467], [-0.1222, -2.1350, 0.2504], [-1.2769, -1.0004, 0.8422], [-1.3254, -1.2276, -0.8928], [0.2612, -0.0982, 2.0062], [-0.4148, 1.8024, -0.5795], [1.0237, 1.4446, 1.3564]],
  "atomic_forces_ev_per_a": [[-1.0, -5.2, -0.4], [-0.3, -0.4, -0.3], [0.8, 0.2, -0.5], [-0.5, 1.4, 0.8], [-0.5, -1.3, -4.5], [1.4, 2.4, -0.8], [1.4, 0.8, 0.6], [1.0, 0.0, -1.7], [-0.2, 0.0, -0.3], [-2.0, 0.5, 2.3], [0.9, -1.1, 1.5], [-0.1, -0.3, 1.1], [-0.2, 4.1, 2.2], [-0.6, -1.1, 0.0]],
  "relative_energy_kj_mol": 436.3,
  "total_charge": 1,
  "smiles": "C[C@@]1([NH3+])CN=N1",
  "orbital_gap_ev": 10.490
}



(2)
{
  "formula": "H70O35",
  "method": "the ωB97M-V functional and the def2-TZVPD basis",
  "elements": ["O", "O", "O", "O", "O", "O", "O", "O", "O", "O", "O", "O", "O", "O", "O", "O", "O", "O", "O", "O", "O", "O", "O", "O", "O", "O", "O", "O", "O", "O", "O", "O", "O", "O", "O", "H", "H", "H", "H", "H", "H", "H", "H", "H", "H", "H", "H", "H", "H", "H", "H", "H", "H", "H", "H", "H", "H", "H", "H", "H", "H", "H", "H", "H", "H", "H", "H", "H", "H", "H", "H", "H", "H", "H", "H", "H", "H", "H", "H", "H", "H", "H", "H", "H", "H", "H", "H", "H", "H", "H", "H", "H", "H", "H", "H", "H", "H", "H", "H", "H", "H", "H", "H", "H", "H"],
  "positions_angstrom": [[-1.8777, 2.7218, -0.7004], [0.4534, -2.8476, -1.9647], [0.2339, 0.6300, 1.4455], [-0.7780, 3.9584, 4.0066], [2.8161, 0.8017, -4.0059], [1.9654, -0.3486, -0.4700], [-2.3091, -0.9048, 2.0915], [0.2009, 3.0935, -2.9293], [-5.6664, 1.8577, 3.6880], [1.4342, -2.7668, -4.4973], [-1.4265, 1.8716, -4.8891], [1.4050, 2.9779, 2.6247], [1.4426, -4.8206, 1.5056], [3.3406, -2.0447, 3.6597], [1.9153, 3.8232, 0.0024], [-3.4483, 3.0936, 5.0296], [2.6463, 4.0780, -4.7305], [-4.6612, 0.1258, 0.9120], [-4.4539, -0.3440, 5.5916], [-4.0048, -3.6874, 1.4180], [-3.6672, 0.0554, -2.2887], [-1.1454, -0.1373, -1.7770], [4.2229, -1.9843, -3.8319], [4.1129, 1.5922, 1.9676], [-4.6817, 2.1262, -0.6917], [0.3263, -0.1923, -4.1185], [-2.6739, -2.0846, 4.4623], [0.5323, -1.9281, 3.2612], [-5.7839, -2.3438, -0.4372], [5.5954, -2.7082, -1.3215], [4.2209, -1.3853, 0.7199], [4.5213, 2.8177, -2.9784], [4.5694, 2.9788, -0.1869], [2.4504, -4.4643, -1.0789], [-1.4906, -3.0765, 0.6179], [2.7525, -0.6718, 0.0066], [-0.4317, -0.0990, -2.4555], [-3.1751, -3.8761, 0.8686], [-4.9219, 0.9345, 0.4427], [-3.8917, -0.8482, -1.9867], [3.4951, 1.3844, -3.6117], [2.5542, 1.0456, -4.9123], [0.9181, 3.4910, 3.3231], [-1.1950, -2.8161, -0.2794], [0.2583, -2.0915, -1.4963], [0.5843, -4.4591, 1.3763], [-4.4165, -4.4957, 1.7939], [-3.5483, 2.1500, 5.1820], [-0.7749, 0.5086, -1.1494], [2.0501, -4.7501, -0.2314], [1.4392, 3.5044, 1.7760], [2.4109, -1.9418, 3.7685], [-1.9547, -2.3510, 1.1048], [3.8880, 3.4848, -3.3155], [1.2918, -3.2659, -1.5631], [0.4213, 1.4562, 2.0114], [-0.6066, 3.1364, -2.3316], [1.6316, -3.6973, -4.5192], [-5.2097, 1.4851, 2.9199], [1.7468, 3.9300, -4.3879], [3.2705, 1.8364, 2.4064], [-5.1297, -0.6084, 0.5778], [-6.1302, -2.9628, -1.0911], [-2.5519, -1.8926, 3.5057], [5.5133, 3.2438, -0.2820], [2.1789, -0.2881, -1.3931], [-5.2677, -2.9261, 0.1455], [2.8490, 3.7597, 0.1692], [-1.6911, -0.1808, 1.8425], [-2.3461, 1.7762, -5.1345], [2.5225, 4.1419, -5.6585], [-3.1645, -0.5155, 1.8016], [3.3486, -4.2642, -0.6961], [5.0535, -2.6157, -2.0975], [3.8276, -1.4048, 4.2144], [3.8760, -1.8083, 1.5300], [-4.4770, 1.6787, -1.5501], [-1.2619, 4.7815, 3.8514], [-2.8183, 2.5300, -0.4121], [-1.0765, 1.0326, -4.6259], [-4.6964, -0.5483, 6.5065], [-5.2581, 1.3337, 4.4048], [0.9637, 0.5565, 0.8316], [-0.0283, -1.9868, 4.0632], [4.0450, -1.0372, -4.1213], [6.5015, -2.9802, -1.5941], [4.3490, 2.8601, -2.0092], [-4.1950, 3.3880, 4.5259], [-1.4171, 3.2896, 4.2671], [3.3502, -2.4238, -3.8481], [-0.0345, 2.5917, -3.6993], [0.3414, -0.8498, -4.7604], [-2.6704, 0.1865, -2.2316], [4.7995, -1.9823, 0.1896], [1.2710, 0.1538, -4.0260], [4.1381, 0.6306, 1.8309], [-0.0276, -1.4890, 2.6100], [2.0122, -4.2971, 2.0651], [-5.1741, 2.9485, -0.9161], [-2.4796, -3.0447, 4.5517], [0.8587, -2.7051, -3.6863], [4.5300, 2.4706, 0.7040], [-3.7573, -1.0091, 5.3628], [1.7687, 4.5555, -0.6111], [-1.3684, 2.3929, 0.0469]],
  "atomic_forces_ev_per_a": [[-1.2, -0.4, 0.7], [1.6, -3.4, -1.0], [-0.9, 1.6, 1.7], [0.4, 0.4, -0.2], [-0.5, -1.0, -0.6], [-0.6, 0.0, 0.7], [0.0, 1.1, -0.6], [-0.4, 0.7, 1.7], [0.7, -0.3, 0.2], [-0.5, 0.4, 0.6], [-0.2, 1.2, -0.5], [0.0, 0.5, -0.2], [1.3, -1.5, -0.6], [2.2, 0.0, -0.2], [-1.3, 0.2, 0.1], [1.4, 0.1, 0.6], [-0.5, -0.2, 1.3], [1.2, 1.0, 1.7], [0.4, -0.2, 0.3], [0.3, -0.6, -0.5], [0.1, 0.1, -0.2], [1.7, 0.4, 0.2], [-0.3, 1.2, -0.2], [-0.3, -0.2, 0.6], [-0.5, 1.4, -1.1], [1.0, 2.6, 1.8], [0.7, -1.4, -0.1], [-0.4, -0.3, 1.0], [0.1, -0.4, -0.2], [1.4, -0.6, 1.0], [-0.1, 0.0, 0.3], [-0.9, 0.4, 0.6], [1.3, -0.1, 1.1], [1.6, 0.2, 1.2], [0.0, -0.4, -0.2], [0.3, -0.2, -0.4], [-0.7, -0.4, -0.3], [-1.2, -0.1, 1.1], [0.0, -0.2, -0.3], [0.4, 0.9, -0.1], [0.0, 0.8, -0.3], [0.9, 0.5, 0.6], [0.3, -0.5, -1.1], [-0.5, 0.1, 0.8], [-0.4, 3.0, 1.6], [-1.1, 1.1, 0.3], [0.8, 0.6, -0.6], [-0.3, -0.1, 0.0], [-0.6, -0.2, 0.2], [-0.5, -0.1, -0.1], [-0.2, -0.4, 1.0], [-1.5, 0.5, 0.2], [0.7, 0.1, -0.8], [0.5, -0.4, -0.3], [-1.2, 0.6, -0.5], [0.0, -1.4, -1.1], [1.2, -0.3, -1.2], [0.1, -0.7, -0.3], [-0.3, 0.0, -0.2], [0.3, 0.1, 0.3], [0.3, -0.2, -0.3], [-1.1, -1.2, -0.9], [-0.1, 0.3, 0.0], [-0.1, 0.3, 0.4], [-1.0, -0.2, 0.1], [0.4, 0.1, -0.6], [0.2, 0.1, 0.3], [1.1, 0.0, -0.3], [0.2, -0.6, 0.2], [-0.1, -0.2, 0.1], [0.0, 0.2, -1.3], [-0.2, -0.3, -0.1], [-0.9, 0.0, -1.1], [-0.3, 0.4, -1.2], [-0.7, -0.5, -0.4], [0.5, -0.2, -0.3], [0.0, -0.3, 0.6], [0.0, -0.5, 0.2], [1.1, 0.3, -0.7], [0.3, -1.2, 0.2], [0.0, 0.2, -0.3], [-0.6, 0.0, -0.2], [0.5, -0.2, -0.7], [0.3, 0.1, -0.7], [0.1, -1.7, 0.7], [-1.2, 0.4, 0.1], [0.3, -0.4, -0.4], [-0.8, -0.2, -0.5], [-0.5, 0.2, 0.2], [0.1, 0.5, -0.3], [-0.8, -0.3, -0.4], [0.2, -2.1, -1.7], [-1.1, -0.7, 0.2], [-0.3, 0.3, 0.4], [-1.3, -0.6, 0.2], [-0.1, 0.3, -0.1], [0.2, 0.2, -0.1], [-0.4, 0.6, 0.3], [0.5, -0.9, 0.3], [-0.4, 1.0, 0.0], [0.6, 0.1, -0.3], [-0.2, 0.4, -1.3], [-0.5, 0.4, -0.1], [0.1, -0.3, 0.2], [0.4, 0.1, 0.1]],
  "relative_energy_kj_mol": 109.7,
  "orbital_gap_ev": 10.911
}